Entry 1:
# C21H34CsNSi2

A molecular structure, C21H34CsNSi2 (ωB97M-V with the def2-TZVPD basis set, the OMol25 dataset).

* electronic energy: -1474.5372 Ha
* LUMO level: -0.0052 hartree
* orbital gap: 6.02 eV
* energy above the lowest of the compared OMol25 structures with the same formula, charge and spin: 0.8 kJ/mol
* net charge: 0

Each line ends with the natural charge from an NBO analysis.
Positions of all 59 atoms, in Å:
Cs 0.073 0.028 1.307  0.9489
Si 0.668 1.658 -2.109  1.7101
Si 0.594 -1.561 -2.140  1.7113
N 2.925 0.152 0.190  -0.5482
C 5.278 -0.069 -0.236  -0.3003
C 1.116 2.988 -0.827  -1.1121
C -2.406 -1.372 3.509  -0.2562
C 5.017 -0.243 -1.591  -0.1599
C 2.646 -0.007 -1.125  0.2771
C -3.722 -2.020 1.459  -0.6383
C -1.300 -1.629 -2.185  -1.1100
C 1.126 -2.922 -0.923  -1.1139
C -2.800 1.338 2.998  0.0992
C 3.710 -0.207 -2.028  -0.2828
C 1.150 -2.196 -3.835  -1.1287
C -3.339 0.369 2.155  -0.2824
C 1.237 0.029 -1.569  -1.5266
C -3.151 -0.989 2.396  0.0111
C -1.210 1.765 -2.318  -1.1101
C -3.005 2.801 2.710  -0.6554
C -1.856 -0.429 4.372  0.0087
C -2.060 0.923 4.102  -0.2908
C 1.406 2.299 -3.729  -1.1263
C 4.196 0.126 0.598  0.0387
C -1.050 -0.865 5.566  -0.6341
H -1.754 1.395 -1.443  0.2086
H 2.497 2.331 -3.667  0.2287
H 0.619 -2.841 0.045  0.1944
H -1.561 1.198 -3.182  0.2316
H -3.882 -2.969 1.969  0.2204
H 0.545 2.884 0.103  0.1918
H -1.027 -0.090 6.331  0.2206
H -4.031 2.998 2.401  0.2247
H 6.285 -0.083 0.159  0.2143
H -2.785 3.411 3.585  0.2185
H 2.201 -2.875 -0.732  0.2338
H -1.463 -1.772 6.008  0.2235
H 0.901 -3.917 -1.315  0.2296
H -1.713 -1.078 -3.031  0.2339
H -3.047 -2.205 0.620  0.2286
H -2.270 -2.428 3.719  0.2129
H -4.672 -1.688 1.042  0.2243
H 2.235 -2.334 -3.864  0.2266
H 4.354 0.265 1.664  0.1775
H 5.828 -0.395 -2.293  0.2111
H -1.654 1.668 4.778  0.2121
H -0.016 -1.082 5.285  0.2190
H -1.499 2.809 -2.472  0.2286
H 0.689 -3.157 -4.082  0.2235
H -3.931 0.680 1.300  0.2156
H -2.354 3.136 1.898  0.2235
H 2.176 2.941 -0.564  0.2354
H -1.761 -1.220 -1.280  0.2018
H 3.473 -0.320 -3.078  0.2213
H 0.909 3.989 -1.213  0.2290
H 0.888 -1.483 -4.621  0.2278
H 1.056 3.305 -3.978  0.2230
H 1.146 1.633 -4.557  0.2271
H -1.623 -2.670 -2.281  0.2279

Atoms 1-3, force components in eV/Å:
0.13 0.00 0.03
-0.02 0.02 0.00
-0.01 0.00 -0.04

=====

Entry 2:
# C22H26N3O

A gas-phase ion, C22H26N3O (charge +1) (ωB97M-V with the def2-TZVPD basis set, the OMol25 dataset).

* electronic energy: -1093.0954 Ha
* LUMO level: -0.1695 hartree
* SMILES string: COc1ccc([C@@H](CN=[N+]2CCCC2)c2cn(C)c3ccccc23)cc1
* orbital gap: 5.42 eV
* energy above the lowest of the compared OMol25 structures with the same formula, charge and spin: 245.5 kJ/mol
* net charge: +1

Each line ends with the natural charge from an NBO analysis.
Positions of all 52 atoms, in Å:
O 2.825 -3.781 3.161  -0.4840
N 2.573 2.888 -0.308  -0.3446
N -3.182 -1.092 -0.326  0.0537
N -1.948 -1.004 -0.276  0.0601
C 2.758 -3.471 4.579  -0.2619
C 1.637 -2.347 0.013  -0.1858
C 2.225 -2.882 2.329  0.3152
C 1.250 1.073 -0.691  -0.1419
C 1.304 1.888 -1.881  -0.0240
C -5.356 -2.202 -0.259  -0.4233
C 0.293 -0.146 -0.651  -0.2480
C 2.274 -3.161 0.951  -0.2445
C 2.199 4.145 -2.450  -0.2294
C 0.989 -0.853 1.778  -0.1811
C -3.877 -2.411 -0.552  -0.2495
C 0.985 -1.170 0.426  -0.0498
C 2.181 1.669 0.170  0.0170
C 3.392 3.813 0.450  -0.4029
C 1.612 -1.663 2.734  -0.3215
C 0.623 1.860 -3.096  -0.2339
C -4.217 -0.008 -0.286  -0.2888
C -1.058 0.246 -0.319  -0.3076
C -5.557 -0.695 -0.061  -0.4232
C 1.521 4.066 -3.688  -0.2079
C 2.094 3.055 -1.609  0.1197
C 0.737 2.931 -3.996  -0.2317
H 1.724 -3.326 4.947  0.1818
H -3.414 -3.186 0.057  0.2576
H 3.200 -4.351 5.043  0.2137
H 1.530 -1.429 3.805  0.2270
H -5.935 -2.565 -1.120  0.2422
H -4.207 0.540 -1.244  0.2510
H 2.618 1.289 1.100  0.2282
H -1.412 1.009 -1.090  0.2536
H 1.681 -2.576 -1.049  0.2206
H 0.021 0.992 -3.347  0.1953
H 0.250 2.893 -4.988  0.2223
H -3.980 0.721 0.504  0.2538
H -5.939 -0.521 0.955  0.2397
H 4.429 3.477 0.551  0.2117
H -0.863 0.516 0.710  0.2655
H -6.277 -0.324 -0.797  0.2436
H -5.627 -2.741 0.657  0.2397
H 3.361 -2.571 4.791  0.1862
H 0.319 -0.560 -1.685  0.2263
H -3.719 -2.731 -1.595  0.2486
H 2.739 -4.079 0.624  0.2338
H 2.974 3.914 1.461  0.2104
H 2.742 5.060 -2.135  0.2241
H 1.551 4.919 -4.379  0.2259
H 0.562 0.098 2.111  0.1960
H 3.399 4.785 -0.029  0.2214

Atoms 1-3, force components in eV/Å:
-0.75 0.86 0.48
0.44 -0.27 -0.71
1.11 0.93 -0.23

=====

Entry 3:
# C29H29ClN5O5PtS2

A molecular structure, C29H29ClN5O5PtS2 (ωB97M-V with the def2-TZVPD basis set, the OMol25 dataset).

* electronic energy: -3148.1695 Ha
* LUMO level (alpha / beta): -0.1647 / -0.1647 hartree
* orbital gap (alpha / beta): 5.80 / 5.79 eV
* energy above the lowest of the compared OMol25 structures with the same formula, charge and spin: 106.0 kJ/mol
* net charge: +1

Each line ends with the Löwdin charge.
Positions of all 72 atoms, in Å:
Pt -0.504 0.240 1.754  1.2234
Cl 5.009 0.955 3.573  0.8890
S -2.457 -1.751 0.566  1.0681
S 0.023 -1.121 -1.974  0.9423
O 0.754 -2.980 3.774  0.1048
O -0.370 -1.678 2.386  -0.1906
O 0.172 -0.808 -0.527  -0.6515
O 3.010 -2.853 5.084  0.1493
O 4.617 -1.352 5.322  0.0901
N -1.044 2.121 1.260  -0.0536
N 1.370 0.296 2.576  -0.0443
N -2.241 -0.167 0.982  -0.4296
N -3.947 0.720 -0.424  0.1384
N 2.509 1.013 2.575  -0.0341
C -5.651 -2.919 -1.533  -0.0642
C -4.498 -2.907 -0.782  -0.0901
C -3.917 -1.700 -0.396  -0.4116
C -6.229 -1.713 -1.935  -0.0636
C 2.738 2.017 1.604  -0.2183
C 3.558 3.107 1.869  -0.0451
C 2.862 -0.766 3.885  -0.0197
C 0.575 -1.915 3.206  -0.5341
C -5.665 -0.512 -1.571  -0.0102
C 1.571 -0.793 3.331  -0.0951
C 1.055 0.998 -4.115  -0.1166
C 2.421 2.783 -0.644  -0.0587
C 3.835 4.012 0.858  -0.0539
C 3.572 -1.698 4.837  -0.5060
C -2.948 3.394 0.448  0.0251
C 3.430 0.400 3.371  -0.5374
C 1.875 -3.987 -0.977  -0.0964
C -2.299 2.156 0.670  -0.1600
C -1.075 4.506 1.428  0.0037
C 3.265 3.854 -0.395  -0.0612
C 2.165 1.852 0.344  -0.0407
C -0.482 3.277 1.617  -0.0870
C 1.513 -0.454 -4.136  -0.3051
C 1.707 -1.000 -2.732  -0.3152
C -2.345 4.559 0.831  -0.0179
C -0.200 -2.962 -2.087  -0.3200
C -2.858 0.893 0.383  -0.2590
C 0.372 -3.730 -0.904  -0.2868
C -4.505 -0.480 -0.787  -0.2346
H 2.158 -4.415 -1.937  0.0791
H 0.140 -3.184 0.014  0.0719
H 1.543 0.989 0.143  0.0673
H -0.573 5.405 1.740  0.1219
H 2.450 -0.527 -4.687  0.1158
H -3.935 3.408 0.010  0.1193
H 0.141 1.102 -3.534  0.0510
H -4.355 1.549 -0.833  0.1465
H -2.843 5.505 0.702  0.1236
H -6.123 0.419 -1.873  0.1171
H -6.113 -3.852 -1.799  0.1119
H 2.296 -0.327 -2.113  0.0920
H 2.173 -1.979 -2.748  0.0732
H 0.778 -1.071 -4.657  0.1066
H 1.823 1.631 -3.677  0.0617
H 0.861 1.344 -5.126  0.0785
H 2.448 -3.080 -0.809  0.0662
H 3.979 3.244 2.850  0.0881
H 1.979 2.643 -1.619  0.0920
H -4.029 -3.827 -0.473  0.1128
H 2.133 -3.016 4.629  0.0760
H -7.127 -1.721 -2.532  0.1115
H -1.279 -3.106 -2.152  0.0695
H 0.497 3.213 2.069  0.1121
H -0.146 -4.692 -0.849  0.1175
H 2.146 -4.693 -0.198  0.0779
H 0.245 -3.270 -3.030  0.0909
H 4.510 4.833 1.049  0.1155
H 3.477 4.566 -1.177  0.1107

Atoms 1-3, force components in eV/Å:
0.80 0.07 1.11
-0.04 0.03 -0.11
-0.25 -1.95 0.06